133
Properties=species:S:1:pos:R:3:forces:R:3 method="wB97M-V/def2-TZVPD" homo_ev=-10.40 total_charge=+1 orbital_gap_ev=5.93
C 1.269 2.551 3.836 0.0154 -0.6435 0.9302
C -0.044 3.073 3.085 0.5751 3.7399 -1.5624
O 0.048 4.195 2.523 -0.7196 -4.4770 2.1547
O -1.268 2.310 2.993 2.7127 0.4414 -0.7600
C -0.964 1.290 1.960 -0.1167 -0.8889 0.6415
C -0.672 -0.075 2.746 -0.4309 -0.2992 -0.0579
C 0.066 -1.218 1.898 -0.0523 -0.1357 0.1510
C 0.807 -0.715 0.574 -0.9717 -1.9325 -0.4596
N 2.102 0.003 0.813 2.0625 -0.9635 2.1066
C 3.048 -0.374 1.681 -0.2474 1.8342 -0.5870
C 4.330 0.629 1.616 0.0131 -3.3175 -2.6743
C 4.169 1.129 0.068 -1.7911 0.5831 1.9133
C 2.558 1.247 0.125 1.7321 3.2388 0.1479
P 1.609 1.906 -1.379 -2.1003 0.3449 -0.9018
C 2.803 2.528 -2.710 0.3280 0.5387 0.6058
O 0.801 3.341 -0.823 2.4765 -1.5195 0.3210
H 1.761 3.380 4.471 -1.1392 -1.0326 -1.2692
H 2.092 2.207 3.104 -1.5090 0.5195 0.8313
H 1.061 1.691 4.565 0.1954 1.1794 -1.1652
H -0.082 1.712 1.371 -1.2093 -0.9148 0.3547
H -1.878 1.123 1.284 1.3967 0.7203 0.9488
H -1.699 -0.506 3.054 1.6558 0.7866 -0.3581
H -0.116 0.138 3.717 -0.6723 -0.2027 -1.4198
H -0.722 -1.988 1.564 1.3349 1.1895 0.2877
H 0.798 -1.798 2.578 -1.1353 0.8851 -1.1150
H 1.085 -1.664 -0.026 -0.3447 1.5624 0.8232
H 0.090 -0.130 -0.099 1.4446 -0.4365 1.0382
H 3.025 -1.268 2.397 -0.4392 1.3534 -1.3715
H 5.193 -0.125 1.499 -0.8471 1.3624 1.2597
H 4.434 1.424 2.421 -0.2727 -1.1951 -1.0873
H 4.481 0.374 -0.739 -0.0624 1.2390 1.4193
H 4.640 2.168 0.051 -0.6072 -1.5292 -0.6946
H 2.429 2.099 0.903 -0.1591 -1.2711 -1.0064
H 2.334 3.486 -3.149 0.6840 -1.5391 0.7672
H 3.816 2.775 -2.247 -1.1231 -0.2979 -1.0389
H 2.845 1.735 -3.526 0.1610 1.0363 1.1870
H 1.454 3.885 -0.323 -0.8321 -0.0374 -0.4193
C -0.330 -2.167 8.742 -0.0278 0.0727 -0.0730
C -0.662 -2.791 7.544 0.0197 0.0350 0.0011
C -1.172 -2.044 6.487 0.0827 0.0830 0.0397
C -1.341 -0.670 6.625 0.0850 -0.0514 0.0258
C -1.006 -0.044 7.822 0.0292 -0.0319 -0.0085
C -0.504 -0.793 8.882 0.0007 -0.0578 -0.0893
H 0.065 -2.750 9.567 -0.0447 0.0476 -0.0694
H -0.523 -3.862 7.434 -0.0575 0.0844 0.0187
H -1.437 -2.533 5.555 -0.0230 -0.0052 0.0802
H -1.734 -0.086 5.799 -0.0251 -0.0155 0.0783
H -1.136 1.028 7.929 -0.0174 -0.0967 0.0059
H -0.248 -0.306 9.817 -0.0254 -0.0381 -0.0738
C 9.609 0.502 -2.701 -0.0764 0.0142 0.0730
C 10.074 0.378 -1.395 -0.0740 0.0291 -0.0113
C 9.235 0.674 -0.326 -0.0487 -0.0194 -0.0217
C 7.927 1.085 -0.562 0.0411 -0.0716 -0.1474
C 7.461 1.205 -1.868 0.0684 -0.0562 0.0777
C 8.303 0.918 -2.938 0.0066 -0.0335 0.0365
H 10.265 0.274 -3.534 -0.0596 0.0273 0.0747
H 11.092 0.052 -1.211 -0.0956 0.0450 -0.0131
H 9.600 0.584 0.692 -0.0197 0.0043 -0.0854
H 7.270 1.312 0.273 0.0674 0.0254 -0.0148
H 6.439 1.524 -2.053 0.0744 0.0147 -0.0342
H 7.941 1.017 -3.955 0.0310 -0.0067 0.0777
C -5.516 3.654 -1.428 0.0857 0.0011 -0.0131
C -5.144 3.352 -0.122 0.0602 -0.0112 -0.0074
C -3.806 3.414 0.254 -0.0259 -0.0191 -0.1202
C -2.839 3.788 -0.675 -0.0275 -0.0481 0.0190
C -3.211 4.094 -1.980 -0.0589 -0.1037 0.0608
C -4.549 4.023 -2.359 0.0410 -0.0982 0.1014
H -6.559 3.602 -1.721 0.0669 0.0023 0.0519
H -5.899 3.068 0.604 0.0467 0.0602 -0.0791
H -3.516 3.173 1.272 -0.0108 0.0900 -0.0312
H -1.796 3.841 -0.380 -0.0619 0.0220 -0.0195
H -2.457 4.387 -2.704 -0.0564 -0.0507 0.0514
H -4.837 4.256 -3.378 0.0413 -0.0217 0.0748
C -3.683 -6.965 4.121 0.0752 0.0345 0.0261
C -3.109 -7.734 5.129 0.0418 0.0625 -0.0337
C -1.902 -7.343 5.701 -0.0291 0.0678 -0.0514
C -1.275 -6.177 5.273 -0.0696 -0.0099 -0.0305
C -1.851 -5.407 4.268 -0.0562 -0.1060 0.0335
C -3.053 -5.802 3.689 0.0385 -0.0326 0.0663
H -4.622 -7.272 3.673 0.0815 0.0279 0.0413
H -3.601 -8.639 5.467 0.0501 0.0816 -0.0365
H -1.451 -7.946 6.482 -0.0431 0.0538 -0.0572
H -0.336 -5.870 5.722 -0.0554 -0.0382 -0.0379
H -1.362 -4.496 3.935 -0.0199 -0.0656 0.0125
H -3.499 -5.204 2.902 0.0117 -0.0470 0.0611
C -5.223 9.204 -4.819 0.0554 -0.0512 0.0396
C -5.883 8.174 -4.155 0.0800 -0.0022 -0.0060
C -5.158 7.243 -3.418 0.0570 0.1112 -0.0538
C -3.772 7.347 -3.337 -0.0657 0.0916 -0.0816
C -3.113 8.380 -3.997 -0.0926 -0.0171 -0.0168
C -3.838 9.305 -4.742 -0.0449 -0.0601 0.0439
H -5.789 9.928 -5.396 0.0472 -0.0600 0.0487
H -6.964 8.097 -4.213 0.0934 0.0062 0.0018
H -5.672 6.437 -2.907 0.0397 0.1081 0.0005
H -3.207 6.625 -2.758 -0.0755 0.0951 -0.0224
H -2.033 8.462 -3.933 -0.0892 0.0004 -0.0075
H -3.323 10.106 -5.261 -0.0421 -0.0538 0.0441
C 5.486 -2.568 -1.848 -0.0763 0.0564 0.0594
C 5.980 -3.575 -2.671 -0.0418 -0.0306 0.0058
C 5.209 -4.704 -2.929 -0.0509 0.1211 0.1762
C 3.938 -4.822 -2.370 0.0903 0.0630 0.0452
C 3.444 -3.814 -1.550 0.0087 0.0354 0.0211
C 4.219 -2.689 -1.286 0.1173 -0.1823 -0.1756
H 6.090 -1.688 -1.645 0.0208 -0.0583 -0.0368
H 6.966 -3.480 -3.112 -0.0883 -0.0031 0.0569
H 5.597 -5.492 -3.566 -0.0113 0.0769 0.0602
H 3.335 -5.700 -2.575 0.0378 0.0802 0.0245
H 2.453 -3.905 -1.116 0.0679 -0.0432 -0.0449
H 3.834 -1.904 -0.641 -0.0135 -0.0168 -0.0153
C 3.754 -7.192 -6.078 -0.0369 0.0896 -0.0613
C 3.430 -7.805 -7.284 -0.0150 0.0409 0.0095
C 2.919 -7.048 -8.334 0.0310 0.0602 0.0862
C 2.741 -5.676 -8.180 0.0306 -0.0534 0.0656
C 3.068 -5.063 -6.975 -0.0021 -0.0699 -0.0106
C 3.571 -5.822 -5.922 -0.0272 -0.0705 -0.0977
H 4.150 -7.784 -5.258 -0.0275 0.0226 -0.0654
H 3.575 -8.873 -7.406 -0.0210 0.0951 0.0116
H 2.660 -7.527 -9.272 0.0319 0.0389 0.0750
H 2.347 -5.086 -9.000 0.0313 -0.0505 0.0677
H 2.931 -3.994 -6.856 0.0072 -0.0887 -0.0095
H 3.821 -5.344 -4.981 -0.0716 -0.0277 -0.1974
C -8.712 1.500 -0.948 -0.0521 0.0316 0.0478
C -8.236 1.376 0.354 -0.0801 0.0265 0.0026
C -9.069 1.664 1.431 -0.0427 0.0056 -0.0860
C -10.382 2.067 1.206 0.0656 -0.0150 -0.0651
C -10.859 2.187 -0.095 0.0675 -0.0115 0.0182
C -10.023 1.908 -1.172 0.0449 -0.0113 0.0868
H -8.061 1.279 -1.787 -0.0468 0.0035 0.0634
H -7.214 1.055 0.529 -0.0874 0.0053 -0.0284
H -8.695 1.573 2.445 -0.0374 -0.0047 -0.0716
H -11.033 2.287 2.046 0.0531 -0.0150 -0.0727
H -11.883 2.500 -0.270 0.0968 -0.0234 0.0156
H -10.394 2.008 -2.187 0.0228 -0.0170 0.0778


23
Properties=species:S:1:pos:R:3:forces:R:3 method="wB97M-V/def2-TZVPD" homo_ev=-4.26 total_charge=-1 orbital_gap_ev=7.64
N 3.400 -0.207 0.256 -0.6042 0.2411 -0.6807
P 2.228 0.259 -1.009 1.7302 0.1331 -1.6281
O 2.293 1.979 -1.025 -0.4103 -0.7151 0.1707
P 0.259 -0.498 -0.359 2.3054 1.4159 -0.3778
C -0.356 1.191 0.282 -1.9816 0.7335 0.3197
O 0.367 1.500 1.507 -0.5004 -0.1086 -1.4083
N 0.083 2.737 1.961 1.3578 -0.5065 1.7871
O 0.675 2.877 2.998 -0.9243 0.7709 -0.9761
S -1.553 -1.505 0.372 -0.5532 -4.6518 5.3687
O -1.272 -3.001 0.389 -0.7484 2.9161 -1.4356
O -1.903 -1.154 1.811 -0.0920 0.7188 -3.4177
C -3.034 -1.308 -0.781 -0.7135 -1.4639 -0.6788
F -2.623 -1.808 -2.033 -1.0533 1.5011 2.0022
F -3.505 -0.008 -0.888 0.5324 -2.5430 -0.0798
F -4.020 -2.195 -0.335 1.1785 2.1806 -0.9436
H 3.186 -1.167 0.556 -0.0956 0.5851 0.0286
H 4.332 -0.240 -0.173 -0.5751 -0.0177 0.1553
H 2.041 2.211 -1.941 0.3613 -0.2374 0.6878
H 0.877 -0.854 0.915 -0.8603 -0.0533 0.2832
H 0.648 -1.785 -0.921 -0.0424 0.0468 0.1449
H -0.349 -0.184 -1.656 -0.1673 0.2215 0.0341
H -1.465 1.132 0.573 1.3639 -0.0270 -0.4035
H -0.310 2.027 -0.497 0.4924 -1.1400 1.0476


39
Properties=species:S:1:pos:R:3:forces:R:3 method="wB97M-V/def2-TZVPD" homo_ev="-11.88 / -15.30" total_charge=+2 e_above_lowest_ev=0.680 orbital_gap_ev="4.98 / 3.04" spin_multiplicity=5
O -4.904 -2.837 -2.055 -0.5046 -0.3504 -0.5555
C -3.902 -2.281 -2.225 0.6896 0.5242 0.0151
Ir -1.653 -1.018 -0.782 1.9698 1.2279 2.3286
O -3.456 -2.188 1.550 1.8274 1.1699 -1.9960
C -2.849 -1.786 0.661 -2.7170 -1.7457 2.7147
C -0.582 -0.311 -2.295 0.3920 0.3156 -3.3603
O 0.235 0.205 -2.929 -0.1170 -0.1366 1.5790
C -2.914 0.467 -0.990 -2.9838 3.2769 -0.9820
O -3.659 1.321 -1.183 1.8922 -1.8081 0.6794
C -0.935 -2.811 -1.098 1.6638 -4.3626 -1.2782
O -0.396 -3.824 -1.253 -0.9713 2.6819 0.7401
H -3.320 -1.979 -3.190 -0.7320 -0.4656 0.1852
C -0.202 -0.573 2.364 -0.0697 0.1081 0.4911
P 0.016 -0.107 0.651 -0.1309 -0.2969 0.0748
C -0.038 1.738 0.722 0.0385 -0.7752 -0.9103
C 0.510 2.513 -0.314 0.3381 1.1179 -0.4374
C 0.285 3.897 -0.338 0.8269 -1.1178 -0.8537
C -0.606 4.495 0.561 -0.0291 0.3001 0.0953
C -1.210 3.709 1.544 -0.3855 -1.3295 0.6310
C -0.913 2.349 1.634 -0.7129 0.8769 0.6486
C 1.695 -0.787 0.323 -0.4926 -0.4335 -0.0837
C 1.891 -2.150 0.594 -0.2576 0.3371 0.1850
C 3.071 -2.771 0.184 -0.6777 -0.3039 0.3659
C 4.020 -2.080 -0.575 0.2823 0.8807 -0.5094
C 3.837 -0.718 -0.837 0.1383 -0.4828 -0.0203
C 2.703 -0.062 -0.335 0.3874 0.2243 -0.4520
H -1.170 -0.226 2.734 0.1102 -0.2234 0.0703
H 0.608 -0.081 2.919 -0.2448 -0.2898 0.1160
H -0.147 -1.660 2.477 -0.0112 0.2573 0.0609
H 1.093 2.008 -1.095 -0.2113 0.6253 0.2923
H 0.800 4.515 -1.073 -0.2462 -0.2199 0.0630
H -0.854 5.557 0.484 0.2062 -0.3358 0.0191
H -1.953 4.139 2.213 0.2206 -0.0608 -0.0814
H -1.425 1.719 2.361 0.1322 0.4645 -0.0067
H 1.114 -2.744 1.088 0.4261 0.2185 -0.1905
H 3.212 -3.824 0.416 0.0092 0.1550 -0.1172
H 4.876 -2.619 -0.986 -0.2155 0.2796 0.2209
H 4.562 -0.197 -1.464 -0.2222 0.0056 0.3842
H 2.559 1.006 -0.467 0.3823 -0.3089 -0.1260


Energy, respectively: -2911.03032 -1947.05187 -1515.39513 Eh.